No. 1
Density functional theory data (wB97M-V/def2-TZVPD) for a structure of composition C3H7NO3P at a distorted geometry.

Its charge is +1. The value obtained for the energy above the lowest of the compared OMol25 structures with the same formula, charge and spin is 0.0000 eV. The highest occupied orbital energy is -0.5888 Eh. For the frontier orbital gap, the calculation gives 12.1 eV. For the lowest unoccupied orbital energy, the calculation gives -3.92 eV.

Positions of all 15 atoms, in Å:
H -0.339 -2.011 -0.408
H -1.073 -0.138 1.526
H 0.971 -1.724 0.943
P 0.909 -0.226 -1.257
O 1.375 0.928 -0.283
H -2.064 -0.576 -0.567
C 0.242 -1.267 0.174
C 0.622 0.986 0.899
N -0.495 -0.058 0.678
O 1.946 -0.557 -2.162
C -1.370 0.294 -0.481
H -1.672 1.422 -0.360
H 0.229 1.906 1.170
O -0.590 0.232 -1.643
H 1.310 0.789 1.769

=====

No. 2
Density functional theory data (wB97M-V/def2-TZVPD) for a cluster of 2 separate species, C12H19N in total at a distorted geometry.

Its charge is 0. The value obtained for the energy above the lowest of the compared OMol25 structures with the same formula, charge and spin is 7.4860 eV. The highest occupied orbital energy (spin up / spin down) is -0.2691 / -0.2692 Eh. For the frontier orbital gap (spin up / spin down), the calculation gives 7.6 / 7.6 eV. For the lowest unoccupied orbital energy (spin up / spin down), the calculation gives 0.26 / 0.26 eV.

Positions of all 32 atoms, in Å:
H 2.327 -2.885 -1.499
H 1.608 -2.778 0.223
H 1.418 3.089 -0.307
H 1.354 -1.802 3.106
N -0.830 -0.046 -0.654
H 1.270 -0.493 2.020
H 2.588 -0.516 -1.420
H 0.722 1.681 0.466
H -4.452 -0.482 0.703
H 1.806 -0.449 0.180
H 0.299 1.543 -3.922
H 1.941 1.738 -3.017
C -3.776 -1.057 1.214
C -1.355 -0.721 0.247
C -0.196 0.375 -1.590
H -0.712 -2.518 1.454
H 1.055 -0.262 3.923
H -0.852 0.196 2.560
C 0.888 2.064 -3.065
C -2.459 -1.067 0.970
H -4.158 -1.556 2.132
H -0.677 2.418 -1.465
C 2.000 -2.343 -0.585
H -1.128 -1.244 3.683
C 0.244 1.784 -1.684
C 2.136 -1.049 -0.570
H 0.692 3.123 -3.234
C 0.955 -0.843 3.003
C -0.587 -0.859 2.791
C 1.191 2.034 -0.494
C -1.159 -1.565 1.496
H 2.234 1.532 -0.609

=====

No. 3
Density functional theory data (wB97M-V/def2-TZVPD) for a structure of composition C27H26F5IrN6O7S2Se.

Its charge is +1. The value obtained for the energy above the lowest of the compared OMol25 structures with the same formula, charge and spin is 0.0000 eV. The highest occupied orbital energy (spin up / spin down) is -0.3902 / -0.3901 Eh. For the frontier orbital gap (spin up / spin down), the calculation gives 7.3 / 4.9 eV. For the lowest unoccupied orbital energy (spin up / spin down), the calculation gives -3.27 / -5.74 eV. Its multiplicity is 2.

Positions of all 75 atoms, in Å:
N -3.146 -2.726 6.118
C -3.937 2.753 0.647
Se 1.796 -0.570 0.689
C -0.755 -1.934 -4.316
H -2.867 1.432 4.324
H -1.014 3.887 0.429
C 2.075 -2.114 -0.412
C 4.492 1.299 0.832
N -3.040 2.186 1.446
H 2.812 3.286 1.567
H -2.053 -2.871 -2.353
H 2.096 4.872 -0.295
C -3.078 -0.509 5.203
C -0.692 -0.762 -0.810
N -0.886 1.110 1.407
H 1.099 -2.964 -4.072
C -2.423 0.457 4.474
C 1.232 -0.891 -3.504
O 3.388 1.886 0.153
O 0.824 3.247 -0.280
O -2.586 -3.257 -3.096
C 3.076 -2.182 -1.360
H -0.772 -3.003 5.000
F 2.703 -5.546 -2.569
O 1.036 1.082 2.890
F 0.414 -3.245 0.806
H -2.723 -3.618 6.292
N -1.722 1.777 -0.500
H 0.299 3.985 1.619
H -1.318 1.330 -3.713
C 3.168 3.222 0.531
C 2.507 -4.447 -1.865
H -4.030 -2.534 6.550
H 2.475 3.594 -1.454
H -2.427 2.390 -2.345
H -2.449 -0.662 -4.661
C -0.786 0.391 -3.798
S -1.689 -3.432 -4.394
O -0.805 2.682 3.368
H 4.315 1.266 1.911
C -2.631 2.352 -1.284
C 0.590 -2.014 -3.995
N 0.966 1.224 -2.310
C -1.420 -0.718 -4.331
H -4.829 3.134 1.131
H 4.094 3.805 0.447
C -2.497 -1.773 5.399
C 1.329 -3.255 -0.159
F 3.831 -1.098 -1.604
H 5.411 1.860 0.639
O -0.764 -4.504 -4.217
F 4.247 -3.362 -3.023
C 0.495 0.254 -3.282
C -0.579 -1.071 4.114
O -2.606 -3.404 -5.480
H 0.198 5.149 0.264
H -4.539 3.333 -1.346
C -3.783 2.868 -0.733
C 3.300 -3.331 -2.094
Ir 0.186 0.899 -0.318
H 4.621 0.290 0.447
C 0.036 4.117 0.572
H -4.047 -0.295 5.637
H 2.269 -0.918 -3.211
H 0.582 2.143 -2.522
N -1.167 -1.727 -1.222
C -1.234 -2.036 4.842
C 1.518 -4.413 -0.892
H 1.981 1.312 -2.289
C -1.173 0.175 3.927
F 0.779 -5.484 -0.658
S -0.372 1.376 2.975
C 2.159 3.793 -0.429
C -1.961 1.722 0.845
H 0.401 -1.269 3.700

=====

No. 4
Density functional theory data (wB97M-V/def2-TZVPD) for the molecule H3OPS2 at a distorted geometry.

Its charge is 0. The value obtained for the energy above the lowest of the compared OMol25 structures with the same formula, charge and spin is 0.4443 eV. The highest occupied orbital energy is -0.3457 Eh. Its SMILES is O[P@@H](=S)S. For the frontier orbital gap, the calculation gives 10.0 eV. For the lowest unoccupied orbital energy, the calculation gives 0.62 eV.

Positions of all 7 atoms, in Å:
O -0.062 1.443 0.251
H 0.493 1.421 0.965
S -1.525 -0.926 -0.032
H 0.029 0.567 -1.642
P 0.231 0.048 -0.408
S 1.964 -0.771 -0.063
H -1.130 -1.781 0.929

=====

No. 5
Density functional theory data (wB97M-V/def2-TZVPD) for a cluster of 2 separate species, C27H36BrNO5 in total at a distorted geometry.

Its charge is 0. The highest occupied orbital energy is -0.2073 Eh. For the frontier orbital gap, the calculation gives 3.4 eV. For the lowest unoccupied orbital energy, the calculation gives -2.20 eV.

Positions of all 70 atoms, in Å:
O -3.796 -0.900 4.059
C 0.282 -2.756 0.641
C 3.649 0.932 -0.708
H 0.467 4.044 0.252
H -0.456 -2.790 -0.168
H 1.589 -4.325 -0.045
C -2.389 -0.162 -2.158
O 1.354 3.515 2.756
H -3.632 -2.856 2.498
H 0.813 1.010 3.729
H -2.266 1.379 2.523
H 1.247 0.747 2.024
H -3.768 0.898 1.577
C -3.107 -0.578 3.118
H -0.433 3.389 -1.273
C 2.063 3.985 1.687
C -0.287 -3.546 1.836
C 3.299 -2.024 -1.465
C 0.285 2.649 2.445
H 0.136 -4.557 1.925
H -2.738 -1.013 -1.575
H -3.872 1.454 3.254
C -1.560 1.947 -3.725
H 1.233 0.613 -2.987
C -2.928 0.004 -3.416
C 0.478 1.151 2.693
H -3.689 -0.686 -3.767
C -3.258 0.866 2.570
H 0.167 0.489 -0.149
C 0.044 2.750 -2.018
H -1.236 2.751 -4.381
C 1.763 1.034 -2.138
H -1.379 1.062 0.498
H 4.337 -0.754 -2.972
H -2.428 -3.137 3.765
H 2.567 -1.060 -3.230
H -0.485 0.655 2.571
O 3.122 4.532 1.893
H 0.443 -1.735 1.012
C 1.875 -2.559 -1.302
O -0.773 3.051 2.037
H 3.951 -2.840 -1.793
H 1.097 -1.794 -1.454
C -1.031 1.753 -2.464
N 1.301 2.124 -1.510
H 3.776 2.490 0.705
H 4.584 0.478 -0.394
C -0.921 0.411 -0.256
C 2.914 0.401 -1.762
Br -5.218 -0.648 1.486
C 1.616 -3.232 0.072
C 1.993 2.647 -0.493
C 3.175 2.072 -0.095
C -2.560 -2.791 2.733
C -1.435 0.700 -1.650
C -1.826 -3.635 1.706
H -0.058 -3.043 2.783
H 0.323 3.403 -2.852
H -1.169 -0.628 -0.035
C -2.506 1.061 -4.189
H 3.622 -1.650 -0.484
H -2.922 1.206 -5.183
H -2.186 -3.311 0.720
H 2.005 4.751 -0.290
C 1.550 3.904 0.237
O -2.171 -1.412 2.576
H 1.719 -3.316 -2.084
H 2.460 -3.047 0.753
H -2.181 -4.667 1.828
C 3.360 -0.861 -2.498

=====

no.,energy (eV)
1,-20138.695
2,-14235.231
3,-155129.170
4,-33056.275
5,-110350.966